Here is 7 unconnected molecules or ions with the total composition C17H37BBr14NO from the OMol25 dataset. Energies are from ωB97M-V/def2-TZVPD.

gap between HOMO and LUMO = 3.625 eV
total charge = -1

Last column: Löwdin charge in e.
Positions of all 71 atoms, in Å:
1 C 0.124 -0.779 3.513  -0.446
2 B -0.559 -0.568 2.030  -0.790
3 O -1.881 0.153 2.015  -0.375
4 N 0.031 -0.983 0.694  -0.177
5 C 1.489 -0.549 0.712  -0.145
6 C 0.060 -2.483 0.501  -0.162
7 H 0.659 -1.814 3.622  -0.019
8 H 0.873 0.098 3.772  -0.001
9 H -2.568 -0.556 1.835  0.100
10 H 2.074 -1.145 1.550  0.086
11 H 2.054 -0.788 -0.302  0.088
12 H 1.481 0.621 0.894  0.108
13 H -1.044 -2.816 0.197  0.102
14 H 0.410 -2.954 1.520  0.062
15 H 0.836 -2.762 -0.334  0.067
16 Br 2.812 -7.886 -0.407  0.607
17 C 2.078 -7.160 1.248  -0.689
18 C 1.534 -5.766 1.039  -0.689
19 Br 2.973 -4.453 0.945  0.628
20 H 2.873 -7.208 1.998  0.052
21 H 1.277 -7.849 1.530  0.057
22 H 0.924 -5.458 1.893  0.062
23 H 0.946 -5.662 0.123  0.057
24 Br -1.472 0.939 -2.067  0.606
25 C -2.831 1.497 -0.785  -0.665
26 C -3.460 2.809 -1.191  -0.694
27 Br -2.281 4.311 -0.796  0.579
28 H -2.349 1.532 0.196  0.031
29 H -3.574 0.694 -0.791  0.063
30 H -4.367 2.999 -0.609  0.061
31 H -3.700 2.864 -2.257  -0.045
32 Br 3.142 -1.982 5.596  0.597
33 C 2.408 -1.256 7.251  -0.694
34 C 1.863 0.138 7.042  -0.686
35 Br 3.302 1.451 6.948  0.571
36 H 3.203 -1.304 8.001  0.043
37 H 1.607 -1.945 7.533  0.057
38 H 1.254 0.446 7.896  0.057
39 H 1.276 0.242 6.126  0.036
40 Br -3.006 4.851 -7.282  0.580
41 C -2.229 4.566 -5.516  -0.732
42 C -2.025 3.094 -5.239  -0.666
43 Br -3.709 2.221 -4.785  0.637
44 H -2.888 5.056 -4.794  0.027
45 H -1.269 5.090 -5.540  0.020
46 H -1.386 2.951 -4.363  0.027
47 H -1.600 2.548 -6.086  0.056
48 Br 3.921 -10.083 -3.636  0.582
49 C 3.667 -8.590 -4.864  -0.694
50 C 2.540 -7.692 -4.407  -0.697
51 Br 0.802 -8.485 -4.800  0.591
52 H 3.505 -9.017 -5.857  0.050
53 H 4.618 -8.050 -4.855  0.058
54 H 2.552 -6.747 -4.957  0.060
55 H 2.560 -7.483 -3.334  -0.001
56 Br -3.301 3.555 4.637  0.545
57 C -1.385 3.333 4.925  -0.706
58 C -0.709 2.770 3.696  -0.583
59 Br -1.040 0.855 3.524  1.099
60 H -1.265 2.705 5.812  0.039
61 H -1.012 4.338 5.143  0.040
62 H 0.377 2.864 3.776  0.054
63 H -1.043 3.236 2.765  0.037
64 Br -0.369 6.616 -3.128  0.622
65 C -0.623 8.109 -4.355  -0.684
66 C -1.750 9.007 -3.899  -0.689
67 Br -3.488 8.214 -4.292  0.614
68 H -0.785 7.682 -5.349  0.049
69 H 0.328 8.649 -4.347  0.056
70 H -1.737 9.952 -4.449  0.056
71 H -1.730 9.216 -2.826  0.055

***

Here is C2H6O4Si in the gas phase from the OMol25 dataset. Energies are from ωB97M-V/def2-TZVPD.

gap between HOMO and LUMO = 8.465 eV
structure (SMILES) = C=CO[Si](O)(O)O
total charge = 0

Last column: natural (NBO) charge in e.
Positions of all 13 atoms, in Å:
1 C 1.422 0.976 -1.200  -0.603
2 C 0.175 0.616 -1.592  0.209
3 O -0.777 -0.145 -1.072  -0.814
4 Si -0.676 -0.569 1.026  2.449
5 O -0.686 0.692 1.968  -1.129
6 O -1.886 -1.602 1.137  -1.105
7 O 0.634 -1.462 1.024  -1.123
8 H 1.987 1.556 -1.849  0.208
9 H 1.811 0.592 -0.326  0.156
10 H -0.114 0.928 -2.539  0.145
11 H -1.218 1.411 2.293  0.548
12 H -2.259 -1.842 0.281  0.525
13 H 1.586 -1.152 0.849  0.535

***

Here is 2 unconnected molecules or ions with the total composition C4H9NO2 from the OMol25 dataset. Energies are from ωB97M-V/def2-TZVPD.

gap between HOMO and LUMO = 10.933 eV
structure (SMILES) = [H]/N=C\C.COC=O
total charge = 0

Last column: natural (NBO) charge in e.
Positions of all 16 atoms, in Å:
1 H 0.524 -1.166 -0.952  0.332
2 N -0.085 -1.008 -0.149  -0.623
3 C 0.536 -1.087 0.954  0.150
4 C 1.942 -1.555 1.158  -0.697
5 H -0.027 -0.800 1.853  0.179
6 H 2.571 -1.337 0.289  0.221
7 H 2.402 -1.140 2.058  0.225
8 H 1.881 -2.641 1.279  0.239
9 C -1.601 1.427 -1.766  -0.273
10 O -0.454 1.540 -0.929  -0.518
11 C -0.661 1.248 0.361  0.671
12 O -1.716 1.047 0.903  -0.607
13 H -1.368 1.993 -2.668  0.191
14 H -1.783 0.375 -2.008  0.194
15 H -2.475 1.837 -1.258  0.203
16 H 0.313 1.270 0.875  0.112

***

Here is C16H14Cl2N4 in the gas phase from the OMol25 dataset. Energies are from ωB97M-V/def2-TZVPD.

gap between HOMO and LUMO = 8.843 eV
structure (SMILES) = Cc1cc(Nc2ncc(Cl)cc2Cl)n(-c2ccccc2C)n1
total charge = 0

Last column: natural (NBO) charge in e.
Positions of all 36 atoms, in Å:
1 C -5.404 -0.609 0.108  -0.637
2 C -3.947 -0.596 -0.181  0.158
3 C -3.119 -1.690 -0.497  -0.353
4 C -1.864 -1.148 -0.665  0.322
5 N -0.676 -1.793 -1.001  -0.606
6 C 0.569 -1.429 -0.567  0.360
7 N 1.557 -1.599 -1.441  -0.447
8 C 2.789 -1.247 -1.130  0.035
9 C 3.108 -0.679 0.091  -0.112
10 Cl 4.713 -0.156 0.437  0.019
11 C 2.112 -0.559 1.057  -0.187
12 C 0.834 -0.963 0.736  -0.100
13 Cl -0.390 -0.959 1.949  0.037
14 N -1.984 0.197 -0.465  -0.220
15 C -0.965 1.165 -0.556  0.196
16 C -0.106 1.127 -1.650  -0.223
17 C 0.957 2.004 -1.735  -0.221
18 C 1.154 2.939 -0.735  -0.204
19 C 0.266 3.011 0.323  -0.200
20 C -0.810 2.139 0.435  -0.025
21 C -1.768 2.258 1.576  -0.635
22 N -3.245 0.520 -0.157  -0.279
23 H -5.955 -1.016 -0.739  0.220
24 H -5.743 0.405 0.302  0.232
25 H -5.612 -1.229 0.978  0.220
26 H -3.393 -2.722 -0.576  0.228
27 H -0.662 -2.270 -1.893  0.419
28 H 3.536 -1.417 -1.891  0.209
29 H 2.337 -0.179 2.040  0.245
30 H -0.275 0.411 -2.441  0.223
31 H 1.625 1.957 -2.582  0.219
32 H 1.988 3.622 -0.786  0.216
33 H 0.410 3.759 1.089  0.212
34 H -2.734 2.599 1.208  0.244
35 H -1.398 2.964 2.314  0.209
36 H -1.930 1.295 2.053  0.229